(1)
Density functional theory data (wB97M-V/def2-TZVPD) for a cluster of 14 separate species, C27H55N7O36S4 in total at a distorted geometry.

Positions of all 129 atoms, in Å:
C (7.45807, -1.02819, 9.38188)
N (7.32608, -1.39853, 7.96195)
O (8.22454, -1.10406, 7.21627)
O (6.31775, -1.88938, 7.47526)
H (8.52701, -1.10350, 9.58135)
H (6.94044, -1.83670, 9.89809)
H (6.87490, -0.11967, 9.53221)
C (13.38749, -1.33259, 15.75017)
N (14.05954, -0.84774, 14.56080)
O (15.23076, -0.72511, 14.74736)
O (13.49175, -0.71194, 13.48023)
H (12.33061, -1.06826, 15.71529)
H (13.89087, -0.85018, 16.58802)
H (13.60887, -2.39132, 15.88500)
C (16.32617, -11.51356, 15.07790)
N (15.18165, -11.84231, 14.14135)
O (14.11223, -12.18381, 14.57705)
O (15.41564, -11.85890, 12.94711)
H (16.07154, -12.01044, 16.01405)
H (16.41263, -10.43756, 15.22911)
H (17.25805, -11.81159, 14.59740)
C (12.36878, -2.52529, 2.85789)
N (13.81405, -2.30351, 3.32463)
O (14.63876, -2.06907, 2.45750)
O (13.97575, -2.15828, 4.52614)
H (12.30677, -3.45332, 2.28954)
H (12.01810, -1.61834, 2.36538)
H (11.88848, -2.49333, 3.83584)
C (17.56473, -4.65027, 16.64581)
N (18.58943, -3.52862, 16.71869)
O (18.53164, -2.73188, 17.63049)
O (19.39133, -3.48244, 15.81156)
H (16.78689, -4.35891, 17.35162)
H (18.03336, -5.56121, 17.01818)
H (17.29407, -4.83915, 15.60698)
C (12.56291, 2.48941, 8.12972)
N (13.32905, 3.37291, 7.24866)
O (13.72907, 4.40836, 7.75282)
O (13.42447, 3.11982, 6.03720)
H (13.08532, 2.49415, 9.08637)
H (12.52526, 1.52958, 7.61454)
H (11.59464, 2.98427, 8.20501)
C (17.85592, -6.01269, 4.80746)
N (16.89940, -7.08663, 4.40456)
O (17.18396, -8.26567, 4.59572)
O (15.82800, -6.71022, 4.04985)
H (18.78088, -6.42534, 5.21030)
H (17.35324, -5.39039, 5.54783)
H (18.00221, -5.38180, 3.93072)
O (7.96774, -11.01738, 9.67293)
C (7.76783, -11.84548, 10.52464)
O (6.95496, -12.89621, 10.29959)
C (7.00612, -13.88789, 11.33652)
C (7.67556, -13.12443, 12.51397)
C (8.33531, -11.94029, 11.91093)
H (7.58011, -14.77290, 11.06197)
H (6.02020, -14.17954, 11.69846)
H (8.50639, -13.65575, 12.97820)
H (6.91541, -12.77742, 13.21386)
H (9.42366, -12.00005, 11.90707)
H (8.04587, -10.98046, 12.33878)
O (13.14719, -6.51104, 12.15495)
C (12.74727, -6.47521, 10.97444)
O (12.09635, -5.43177, 10.49346)
C (11.81621, -5.53938, 9.08082)
C (12.72513, -6.58380, 8.60916)
C (13.11692, -7.41028, 9.82625)
H (12.04802, -4.66330, 8.47514)
H (10.78579, -5.76866, 8.80922)
H (13.67979, -6.21258, 8.23645)
H (12.25438, -7.13814, 7.79724)
H (14.18484, -7.62780, 9.84441)
H (12.73722, -8.43040, 9.88345)
O (8.79275, -9.99629, 17.50079)
C (8.50093, -8.83915, 17.26194)
O (7.26722, -8.45004, 16.83082)
C (7.12512, -7.10905, 16.33685)
C (8.60265, -6.73385, 16.25729)
C (9.34291, -7.64138, 17.30811)
H (6.54798, -6.52951, 17.05737)
H (6.70111, -7.08709, 15.33294)
H (8.87469, -5.73557, 16.60011)
H (8.91724, -6.88205, 15.22425)
H (9.29927, -7.32335, 18.34977)
H (10.40652, -7.71887, 17.08265)
C (12.36771, -11.27668, 2.60963)
C (11.09014, -10.57200, 2.96490)
O (10.28996, -11.57915, 3.59487)
S (11.25850, -12.51178, 4.55527)
O (10.72393, -13.89872, 4.61885)
O (11.67501, -11.83776, 5.77861)
O (12.51081, -12.42705, 3.46025)
H (13.28706, -10.69901, 2.70558)
H (12.35264, -11.72416, 1.61583)
H (10.58615, -10.21327, 2.06746)
H (11.04531, -9.63171, 3.51439)
C (23.51895, -7.32137, 11.73002)
C (23.00568, -7.38789, 13.21189)
O (21.55513, -7.70054, 13.12124)
S (21.10133, -7.72850, 11.53779)
O (20.64398, -6.39313, 11.12307)
O (20.26488, -8.92949, 11.35953)
O (22.63761, -8.14585, 11.07728)
H (24.53955, -7.70303, 11.70112)
H (23.50490, -6.30999, 11.32379)
H (22.93229, -6.45854, 13.77671)
H (23.58445, -8.11481, 13.78173)
C (1.66151, -9.10369, 10.30707)
C (2.21943, -9.07690, 8.84565)
O (2.95003, -7.86465, 8.77019)
S (3.13596, -7.00454, 10.21681)
O (2.10226, -5.91220, 10.25468)
O (4.59738, -6.73875, 10.33862)
O (2.69208, -8.39509, 11.12491)
H (1.67046, -10.08868, 10.77378)
H (0.65659, -8.69417, 10.40959)
H (1.52378, -9.10638, 8.00702)
H (2.90917, -9.92072, 8.86352)
C (5.12063, -6.06845, 3.55298)
C (6.51370, -6.36592, 4.22556)
O (7.52729, -5.85850, 3.50108)
S (7.00942, -5.27465, 2.02807)
O (7.76571, -5.90026, 0.96290)
O (6.92087, -3.81579, 2.04343)
O (5.55045, -5.93693, 2.18373)
H (4.75246, -5.15632, 4.02263)
H (4.43495, -6.90880, 3.66143)
H (6.64739, -7.44136, 4.34242)
H (6.43762, -5.98076, 5.24240)

Forces on atoms 1 to 2 (eV/Å):
-0.7 -1.6 0.1
-1.0 0.2 -2.7

Calculated values
Spin multiplicity: 1
E_LUMO (eV): -0.12
Kohn-Sham gap (eV): 9.97



(2)
Density functional theory data (wB97M-V/def2-TZVPD) for a cluster of 6 separate species, C27H56NO15 in total at a distorted geometry.

Positions of all 99 atoms, in Å:
C (0.30435, -2.74307, 3.65410)
C (-0.58493, -1.40750, 3.18575)
C (0.35550, -0.04719, 3.04007)
C (1.19602, -0.20608, 1.63949)
C (2.62050, -1.07638, 1.74577)
C (3.55070, -1.35799, 0.42289)
C (4.94333, -2.21578, 0.60427)
O (6.08557, -1.47733, 0.66583)
O (4.99655, -3.68665, 0.64869)
C (2.99438, -0.73991, -1.01328)
C (3.88742, -1.05027, -2.38301)
O (4.24993, -2.46898, -2.52995)
C (3.72745, -3.05599, -3.77351)
C (1.60114, 0.13700, -0.99053)
N (0.76500, 0.37832, 0.28391)
C (-0.52608, 1.21960, 0.20132)
C (-1.76929, 0.15250, 0.13947)
C (-3.05200, 0.63943, -0.77016)
C (-4.20608, -0.55633, -0.58962)
O (-3.71949, -1.82398, -0.63851)
O (-5.64415, -0.30398, -0.40957)
C (-6.25938, -1.25981, 0.52548)
C (-6.81041, -2.63811, -0.24401)
H (1.34957, -2.31823, 4.01174)
H (0.44417, -3.41717, 2.68678)
H (-0.20608, -3.34664, 4.51940)
H (-1.00016, -1.67370, 2.11135)
H (-1.50753, -1.24160, 3.92148)
H (1.16828, -0.06122, 3.91444)
H (-0.24013, 0.95372, 3.15244)
H (2.97466, -1.53467, 2.78180)
H (4.05535, -4.05624, 0.52418)
H (3.40839, -0.59171, -3.35539)
H (4.91186, -0.46137, -2.21436)
H (3.98968, -2.46259, -4.74949)
H (2.56186, -3.30853, -3.73231)
H (4.25622, -4.12023, -3.88290)
H (1.24243, 0.58630, -2.01866)
H (-0.46021, 1.89974, -0.75705)
H (-0.61382, 1.87663, 1.19247)
H (-2.21050, -0.09543, 1.21765)
H (-1.31743, -0.85789, -0.30484)
H (-2.69645, 0.70159, -1.90045)
H (-3.46476, 1.67168, -0.37538)
H (-7.20845, -0.82985, 1.09552)
H (-5.45959, -1.54427, 1.34812)
H (-6.26686, -2.63999, -1.30635)
H (-6.44384, -3.60320, 0.35182)
H (-7.97986, -2.58119, -0.35022)
C (-3.95834, 3.70291, 1.27752)
C (-4.16792, 5.11547, 1.80916)
O (-4.16168, 6.03492, 0.71510)
O (-2.72999, 3.63484, 0.55713)
H (-3.92739, 2.97448, 2.09225)
H (-4.75909, 3.42863, 0.58314)
H (-3.34715, 5.40114, 2.47484)
H (-5.11431, 5.20667, 2.34910)
H (-4.97846, 5.88524, 0.20640)
H (-2.65425, 4.48296, 0.07633)
C (6.33261, 1.53407, -5.68571)
C (4.90199, 1.80052, -5.23380)
O (4.67687, 1.15223, -3.98024)
O (6.55369, 0.12937, -5.78754)
H (6.53143, 1.99137, -6.65870)
H (7.04784, 1.92445, -4.95451)
H (4.18837, 1.37750, -5.94809)
H (4.70650, 2.87073, -5.12451)
H (5.19520, 1.63127, -3.30930)
H (6.06691, -0.27307, -5.04103)
C (-0.48030, -5.72284, 6.71047)
C (0.70421, -5.72911, 7.66901)
O (0.23893, -5.45683, 8.99255)
O (-1.14497, -4.46311, 6.77164)
H (-0.15664, -5.89846, 5.68102)
H (-1.20905, -6.48991, 6.99176)
H (1.41402, -4.93770, 7.40778)
H (1.22331, -6.69140, 7.66202)
H (-0.26635, -6.23521, 9.28771)
H (-1.12174, -4.19351, 7.71131)
C (-6.36280, 0.56748, 4.64000)
C (-5.10096, 1.30905, 5.06396)
O (-5.11734, 2.62317, 4.50254)
O (-6.43868, 0.51669, 3.21729)
H (-6.36969, -0.45472, 5.02784)
H (-7.25635, 1.09067, 4.99561)
H (-4.21019, 0.80421, 4.67658)
H (-5.02420, 1.38464, 6.15203)
H (-5.81336, 3.12577, 4.96216)
H (-6.10501, 1.37950, 2.90042)
C (4.61808, 4.49227, -10.01196)
C (4.67081, 3.82411, -8.64349)
O (5.94403, 4.07731, -8.04585)
O (5.67623, 4.00055, -10.83107)
H (3.66651, 4.29365, -10.51239)
H (4.75387, 5.57463, -9.91896)
H (4.57125, 2.73840, -8.74197)
H (3.88365, 4.19672, -7.98239)
H (5.97161, 5.02235, -7.81253)
H (6.44539, 3.89054, -10.23736)

Forces on atoms 1 to 2 (eV/Å):
0.1 0.9 -0.5
-0.3 -0.7 -0.3

Calculated values
Spin multiplicity: 1
Net charge: +1
E_LUMO (eV): -4.55
Kohn-Sham gap (eV): 7.08



(3)
Density functional theory data (wB97M-V/def2-TZVPD) for a cluster of 5 separate species, C27H57B3O8 in total.

Positions of all 95 atoms, in Å:
C (-2.85853, -0.48375, 2.51988)
O (-4.02162, -0.59149, 1.72784)
C (-3.82008, -0.23223, 0.37562)
C (-3.02040, -1.26643, -0.42982)
C (-3.67067, -1.63645, -1.77317)
C (-2.70250, -1.78210, -2.95129)
C (-1.49829, -2.69396, -2.65925)
B (-0.16225, -2.00145, -2.24398)
O (0.94055, -2.75165, -1.83423)
B (1.74140, -2.21490, -0.85888)
O (1.49754, -0.91827, -0.43320)
B (1.01578, -0.08917, -1.44768)
C (1.54856, 1.35435, -1.68526)
C (2.27362, 2.05068, -0.51769)
C (1.37985, 2.95740, 0.34733)
C (0.78303, 4.11647, -0.45141)
C (0.26943, 2.17098, 1.06214)
O (0.03141, -0.63109, -2.26678)
H (-2.23729, -1.38638, 2.46385)
H (-2.25253, 0.37603, 2.21361)
H (-3.17579, -0.34282, 3.55366)
H (-4.81852, -0.12046, -0.05130)
H (-3.33216, 0.75390, 0.33441)
H (-2.93854, -2.15336, 0.20599)
H (-2.00262, -0.90146, -0.59302)
H (-4.40878, -0.86687, -2.02945)
H (-4.22407, -2.57420, -1.66120)
H (-2.35943, -0.79078, -3.26324)
H (-3.26592, -2.19112, -3.79415)
H (-1.74915, -3.44474, -1.89907)
H (-1.25341, -3.28451, -3.55239)
H (2.66415, -2.82595, -0.42812)
H (2.25141, 1.25254, -2.52527)
H (0.73300, 1.96852, -2.08049)
H (3.09400, 2.65426, -0.91580)
H (2.73454, 1.29772, 0.13050)
H (2.02552, 3.37603, 1.12652)
H (1.50320, 4.56575, -1.13924)
H (0.44344, 4.90326, 0.22827)
H (-0.09685, 3.79772, -1.01504)
H (0.60054, 1.79765, 2.03393)
H (-0.60421, 2.80605, 1.24118)
H (-0.07827, 1.31960, 0.47011)
C (-4.11964, 5.31553, -2.67746)
C (-3.99754, 4.20148, -1.63817)
C (-2.81305, 3.41084, -2.18161)
O (-1.96878, 4.35989, -2.83204)
C (-2.65424, 5.60245, -2.98350)
H (-4.64973, 6.19372, -2.31192)
H (-4.63331, 4.95105, -3.56948)
H (-3.76384, 4.62132, -0.65793)
H (-4.89532, 3.59391, -1.53919)
H (-3.13581, 2.65642, -2.90824)
H (-2.23720, 2.90845, -1.39968)
H (-2.24172, 6.33000, -2.27597)
H (-2.48458, 5.97112, -3.99568)
C (3.38521, -2.72931, 2.51858)
C (4.39104, -3.19118, 3.57142)
C (5.65116, -2.45949, 3.12209)
O (5.21408, -1.23727, 2.51714)
C (3.80458, -1.28392, 2.29881)
H (2.34647, -2.82017, 2.83625)
H (3.51250, -3.30573, 1.60120)
H (4.08358, -2.85053, 4.56264)
H (4.52799, -4.27081, 3.60650)
H (6.20212, -3.05094, 2.38605)
H (6.32436, -2.21890, 3.94658)
H (3.31004, -0.62357, 3.02185)
H (3.58262, -0.91521, 1.29691)
C (9.90609, -4.55010, 0.56734)
C (8.97498, -5.36172, -0.33247)
C (7.94753, -5.86913, 0.67216)
O (7.84993, -4.86432, 1.68149)
C (8.91666, -3.92396, 1.54211)
H (10.49294, -3.80537, 0.03173)
H (10.59379, -5.21320, 1.09591)
H (8.49833, -4.71040, -1.06764)
H (9.47450, -6.16992, -0.86478)
H (8.27316, -6.80874, 1.13126)
H (6.95942, -6.02295, 0.23636)
H (8.51703, -2.98211, 1.15080)
H (9.34317, -3.73312, 2.52758)
C (-8.27011, 2.08289, 0.24609)
C (-7.20283, 1.21927, 0.91804)
C (-6.02050, 2.17945, 0.95878)
O (-6.56938, 3.48993, 1.08383)
C (-7.97740, 3.45206, 0.84794)
H (-9.28866, 1.74907, 0.43861)
H (-8.11513, 2.10249, -0.83487)
H (-7.51130, 0.95331, 1.93073)
H (-6.97900, 0.30030, 0.37702)
H (-5.43963, 2.12220, 0.02998)
H (-5.34690, 1.99620, 1.79661)
H (-8.50464, 3.58661, 1.79839)
H (-8.24213, 4.27876, 0.18740)

Forces on atoms 1 to 2 (eV/Å):
0.0 -0.1 0.0
-0.1 0.1 0.0

Calculated values
Spin multiplicity: 1
E_LUMO (eV): 0.56
Kohn-Sham gap (eV): 9.68



(4)
Density functional theory data (wB97M-V/def2-TZVPD) for a structure of composition C27H57Cl3NbO12S6 at a distorted geometry.

Positions of all 106 atoms, in Å:
C (-2.37486, -4.48613, 1.67466)
C (-2.79050, -5.92061, 1.66813)
Cl (-2.21579, -6.68514, 3.18610)
C (-4.29180, -6.16488, 1.32179)
Cl (-4.90962, -7.63684, 2.16912)
Nb (-5.83559, -4.55642, 1.88637)
Cl (-5.13819, -4.23368, 4.23130)
H (-2.75725, -3.96188, 0.81944)
H (-1.29663, -4.45484, 1.59818)
H (-2.63695, -3.97679, 2.58602)
H (-2.21206, -6.41185, 0.90820)
H (-4.33288, -6.40479, 0.27502)
H (-7.15159, -5.70898, 2.40970)
H (-7.17867, -3.32695, 2.01048)
H (-4.93932, -3.10976, 1.21152)
H (-6.50667, -4.85591, 0.22921)
C (1.85842, -1.18819, 1.33307)
C (0.88447, -1.37654, 2.50686)
C (-0.46645, -0.78767, 2.07922)
S (-0.53466, -0.94389, 0.29019)
O (-0.53648, 0.37627, -0.29079)
O (-1.52352, -1.92132, -0.06464)
C (1.10118, -1.63989, 0.08851)
H (2.77408, -1.76091, 1.47046)
H (2.13073, -0.13502, 1.23850)
H (0.77048, -2.44045, 2.72066)
H (1.24800, -0.89827, 3.41451)
H (-1.31044, -1.32438, 2.50447)
H (-0.54138, 0.27055, 2.31933)
H (1.53153, -1.27941, -0.84267)
H (0.99151, -2.72335, 0.05996)
C (-6.27767, -11.30628, -0.81478)
C (-5.31220, -11.74105, -1.92678)
C (-4.62131, -10.47468, -2.44888)
S (-4.59659, -9.30953, -1.07295)
O (-5.41852, -8.18355, -1.42332)
O (-3.23894, -9.13560, -0.62866)
C (-5.49072, -10.34914, 0.07558)
H (-6.65276, -12.15753, -0.24865)
H (-7.13400, -10.78754, -1.25010)
H (-4.56751, -12.42485, -1.51505)
H (-5.82820, -12.26528, -2.73030)
H (-3.59892, -10.65869, -2.76615)
H (-5.18205, -10.01192, -3.25775)
H (-6.11013, -9.72154, 0.70864)
H (-4.75415, -10.87838, 0.67836)
C (-4.77038, -1.23569, 7.79497)
C (-4.83427, -2.76529, 7.88412)
C (-3.49353, -3.24703, 8.45402)
S (-2.87604, -1.90690, 9.47942)
O (-1.66339, -1.38753, 8.89625)
O (-2.91819, -2.29015, 10.87013)
C (-4.20830, -0.76247, 9.13322)
H (-5.74822, -0.80118, 7.59757)
H (-4.10229, -0.94076, 6.98411)
H (-5.64622, -3.05781, 8.55278)
H (-5.02859, -3.21441, 6.91582)
H (-3.59811, -4.13527, 9.06989)
H (-2.76188, -3.42530, 7.66914)
H (-3.81361, 0.25036, 9.11373)
H (-4.94222, -0.86435, 9.93153)
C (-0.29348, 4.42068, -2.42756)
C (0.36798, 3.95308, -3.73153)
C (1.86466, 3.79946, -3.44837)
S (2.01354, 3.41324, -1.70133)
O (2.70239, 4.50249, -1.04544)
O (2.47150, 2.05487, -1.53834)
C (0.26840, 3.52361, -1.32742)
H (-1.37862, 4.35373, -2.47715)
H (-0.02709, 5.46186, -2.23306)
H (-0.05256, 2.99157, -4.03062)
H (0.19908, 4.65445, -4.54649)
H (2.31182, 2.99387, -4.02557)
H (2.39604, 4.72941, -3.62616)
H (0.14146, 3.92527, -0.32547)
H (-0.14581, 2.51679, -1.37945)
C (5.08214, 8.10109, -6.07214)
C (5.80177, 6.74130, -6.00983)
C (4.80678, 5.71294, -5.45418)
S (3.17901, 6.29889, -5.91928)
O (2.45225, 6.65258, -4.72329)
O (2.60785, 5.41340, -6.90286)
C (3.72128, 7.80564, -6.71052)
H (5.64560, 8.83419, -6.64439)
H (4.93995, 8.49911, -5.06886)
H (6.11273, 6.44929, -7.01540)
H (6.68917, 6.79081, -5.38449)
H (4.95260, 4.72054, -5.87146)
H (4.83844, 5.66652, -4.36641)
H (2.98358, 8.58603, -6.54113)
H (3.81226, 7.59826, -7.77588)
C (8.33134, 9.09348, -0.86044)
C (7.94995, 7.60927, -0.96103)
C (6.90714, 7.47911, -2.07929)
S (7.23725, 8.82473, -3.22543)
O (6.11553, 9.72784, -3.21454)
O (7.75364, 8.29591, -4.46505)
C (8.57430, 9.56145, -2.29314)
H (9.21204, 9.24403, -0.23935)
H (7.50809, 9.65852, -0.41996)
H (8.83488, 7.02206, -1.21130)
H (7.55955, 7.22701, -0.02065)
H (6.98720, 6.53588, -2.61304)
H (5.89298, 7.60747, -1.70672)
H (8.54342, 10.64106, -2.41506)
H (9.50774, 9.16452, -2.68969)

Forces on atoms 1 to 2 (eV/Å):
0.6 0.1 0.0
-0.6 -0.5 -0.3

Calculated values
Spin multiplicity: 1
Net charge: -1
E_LUMO (eV): 1.24
Kohn-Sham gap (eV): 6.11